Record 1
15
Properties=species:S:1:pos:R:3 method="wB97M-V/def2-TZVPD" smiles="NC(=O)NCCO" spin_multiplicity=1
N 2.03 1.17 -0.02
C 0.86 0.85 -0.70
O 0.16 1.70 -1.23
N 0.53 -0.49 -0.65
C -0.88 -0.84 -0.62
C -1.45 -0.73 0.79
O -1.23 0.53 1.38
H 2.34 2.11 -0.22
H 2.77 0.49 -0.01
H 1.11 -1.06 -0.03
H -1.01 -1.87 -1.00
H -1.39 -0.16 -1.30
H -1.04 -1.54 1.42
H -2.54 -0.86 0.77
H -0.27 0.68 1.43

---

Record 2
52
Properties=species:S:1:pos:R:3 method="wB97M-V/def2-TZVPD" smiles="C=CCOc1c(Cl)cc(CNCCC[NH+]2CCOCC2)cc1OC" charge=+1 spin_multiplicity=1
C -5.26 0.20 -1.15
C -5.43 0.37 0.15
C -4.57 1.21 1.04
O -3.36 1.67 0.45
C -2.44 0.82 -0.04
C -1.52 1.38 -0.93
Cl -1.68 3.06 -1.30
C -0.49 0.65 -1.50
C -0.35 -0.69 -1.19
C 0.78 -1.49 -1.78
N 2.05 -0.73 -1.70
C 3.23 -1.55 -1.39
C 3.28 -1.94 0.10
C 2.44 -1.06 1.03
N 2.42 0.36 0.60
C 3.73 1.02 0.73
C 3.63 2.45 0.20
O 2.66 3.18 0.91
C 1.40 2.59 0.78
C 1.40 1.15 1.31
C -1.24 -1.27 -0.30
C -2.29 -0.56 0.27
O -3.16 -1.10 1.16
C -3.23 -2.51 1.28
H -5.93 -0.42 -1.72
H -4.47 0.68 -1.70
H -6.24 -0.12 0.67
H -4.36 0.68 1.98
H -5.10 2.14 1.28
H 0.16 1.14 -2.21
H 0.55 -1.74 -2.82
H 0.90 -2.42 -1.23
H 2.20 -0.24 -2.58
H 4.11 -0.95 -1.64
H 3.27 -2.46 -2.00
H 4.32 -1.94 0.42
H 2.92 -2.96 0.23
H 1.40 -1.39 1.03
H 2.81 -1.13 2.06
H 2.15 0.20 -0.47
H 4.49 0.47 0.18
H 4.00 1.05 1.79
H 4.58 2.98 0.34
H 3.39 2.44 -0.88
H 0.71 3.20 1.36
H 1.07 2.59 -0.27
H 0.42 0.70 1.17
H 1.64 1.16 2.38
H -1.13 -2.32 -0.06
H -3.36 -2.98 0.31
H -2.35 -2.91 1.78
H -4.11 -2.70 1.90

---

Energy above the lowest of the compared OMol25 structures with the same formula, charge and spin readings, ordered: 11.0, 1.8 kcal/mol